No. 1
{"formula": "C27H35MnN5O3P2", "method": "wB97M-V/def2-TZVPD", "charge": 2, "multiplicity": 4, "s2": 3.92, "orbital_gap_ev": [6.469, 6.699], "e_homo_ev": [-13.54, -13.79], "e_tot_ha": -3382.2250, "species": ["Mn", "C", "C", "C", "C", "C", "C", "C", "C", "C", "H", "H", "H", "H", "H", "H", "H", "H", "H", "H", "H", "H", "H", "H", "H", "P", "P", "N", "N", "N", "N", "C", "C", "C", "C", "C", "C", "C", "C", "C", "C", "C", "C", "C", "C", "C", "C", "C", "C", "H", "H", "H", "H", "H", "H", "H", "H", "H", "H", "H", "H", "H", "H", "H", "H", "H", "H", "H", "H", "O", "N", "O", "O"], "positions_angstrom": [[-1.061, 1.647, -5.254], [-1.917, 1.954, -6.989], [-1.995, 0.543, -6.661], [-1.041, -0.526, -7.148], [0.409, 0.018, -7.202], [0.726, 0.932, -6.030], [0.680, 2.377, -5.926], [0.348, 3.236, -7.116], [-0.879, 2.675, -7.864], [1.333, 0.845, -1.019], [-2.851, 2.532, -6.825], [-2.981, 0.173, -6.362], [-1.320, -0.924, -8.138], [-1.093, -1.424, -6.497], [1.091, -0.848, -7.115], [0.654, 0.466, -8.189], [1.494, 0.468, -5.406], [1.306, 2.866, -5.150], [1.211, 3.312, -7.807], [0.198, 4.282, -6.797], [-1.415, 3.544, -8.270], [-0.525, 2.061, -8.709], [0.739, 1.610, -1.546], [2.218, 1.316, -0.561], [0.704, 0.344, -0.267], [1.861, -0.295, -2.251], [-1.337, -1.381, -1.561], [2.965, 0.681, -3.155], [2.763, -1.461, -1.478], [-1.937, 0.145, -2.295], [-2.798, -2.115, -1.206], [0.739, -1.086, -3.435], [-0.371, -2.051, -2.932], [2.994, 2.083, -3.178], [4.092, 2.491, -3.911], [4.749, 1.315, -4.398], [4.022, 0.219, -3.954], [3.592, -1.238, -0.367], [4.330, -2.391, -0.139], [3.948, -3.346, -1.136], [2.994, -2.757, -1.942], [-1.808, 1.416, -1.733], [-2.194, 2.379, -2.639], [-2.649, 1.711, -3.877], [-2.319, 0.299, -3.640], [-3.863, -2.382, -2.035], [-4.914, -2.911, -1.263], [-4.488, -2.959, 0.075], [-3.172, -2.449, 0.137], [1.353, -1.614, -4.195], [0.220, -0.262, -3.970], [-1.066, -2.285, -3.760], [0.054, -3.010, -2.582], [2.262, 2.656, -2.623], [4.375, 3.524, -4.086], [5.656, 1.300, -4.986], [4.187, -0.841, -4.101], [3.544, -0.305, 0.167], [5.051, -2.547, 0.649], [4.315, -4.358, -1.249], [2.403, -3.116, -2.771], [-1.580, 1.515, -0.679], [-2.245, 3.442, -2.442], [-3.533, 2.008, -4.452], [-2.833, -0.550, -4.116], [-3.804, -2.194, -3.094], [-5.869, -3.231, -1.645], [-5.048, -3.182, 0.965], [-2.362, -2.692, 0.804], [-3.548, -0.857, 1.135], [-2.613, -0.085, 0.696], [-0.549, -1.281, -0.307], [-1.879, 0.458, 1.507]], "forces_ev_per_angstrom": [[0.5, -0.3, 1.6], [-0.1, -1.2, -0.5], [-0.1, 1.0, -1.1], [0.3, 0.0, -0.3], [0.4, -0.4, -0.6], [0.7, 1.6, -0.1], [1.2, -1.2, -0.7], [0.0, 0.5, 0.1], [-0.5, 0.4, -0.7], [-0.9, 0.5, 0.2], [0.6, -0.4, 0.0], [0.2, 0.2, 0.0], [-0.1, 0.3, 0.2], [0.0, 0.5, 0.0], [-0.2, 0.3, -0.2], [-0.3, -0.2, 0.7], [-0.5, 0.3, 0.4], [-0.4, -0.6, -0.4], [-0.3, -0.3, 0.3], [-0.2, -0.4, 0.0], [0.2, -0.4, -0.3], [-0.5, 0.2, 0.4], [0.2, -0.1, 0.4], [-0.3, -0.2, -0.3], [0.3, 0.2, -0.2], [2.8, 0.4, 0.0], [-0.2, 1.1, 1.7], [-0.8, -0.6, -0.1], [-0.3, 0.1, -0.1], [1.1, 0.5, -1.2], [0.4, -0.6, 0.5], [-1.0, -0.1, -0.1], [-0.3, -0.7, -0.1], [0.7, 0.3, -0.2], [-0.9, -0.4, 0.4], [-1.0, -0.7, 0.5], [0.7, 0.7, -0.2], [0.7, -1.1, 0.2], [-1.0, 1.1, -0.6], [-0.8, 0.5, -0.7], [0.6, -0.6, 0.5], [-0.5, 0.1, -0.5], [-0.5, -0.8, -0.6], [0.3, -2.1, 2.8], [-2.3, 1.4, 0.9], [-1.3, -0.6, 0.6], [0.9, 0.3, 0.0], [-0.2, 0.0, -1.0], [0.3, 0.9, -0.6], [-0.1, 0.4, 0.5], [0.6, -0.3, 0.3], [0.4, 0.1, 0.1], [-0.3, 0.4, 0.0], [0.3, 0.0, -0.2], [0.0, -0.3, 0.1], [-0.2, -0.2, 0.0], [0.0, 0.2, 0.1], [0.2, 0.0, 0.0], [-0.1, 0.1, 0.0], [0.0, 0.2, 0.1], [0.3, -0.2, 0.0], [0.3, 0.0, -0.1], [0.0, -0.2, 0.0], [0.7, 0.1, -0.2], [0.8, 0.5, -0.1], [-0.1, -0.1, 0.0], [0.0, 0.1, 0.0], [-0.1, -0.3, 0.0], [-0.1, -0.1, 0.2], [0.3, -0.7, 0.6], [1.6, 1.3, -0.2], [0.0, -0.1, -1.7], [-1.7, -0.6, -0.6]]}

---

No. 2
{"formula": "C28H15F9NO5PRu", "method": "wB97M-V/def2-TZVPD", "charge": -1, "multiplicity": 6, "s2": 8.79, "orbital_gap_ev": [5.002, 7.510], "e_homo_ev": [-2.89, -6.31], "e_tot_ha": -2842.0888, "species": ["Ru", "O", "C", "O", "C", "C", "C", "C", "C", "N", "C", "O", "O", "H", "H", "H", "F", "C", "F", "F", "C", "C", "C", "C", "C", "C", "P", "C", "C", "C", "C", "C", "C", "C", "F", "F", "F", "C", "C", "C", "C", "C", "C", "C", "F", "F", "F", "H", "H", "H", "H", "H", "H", "H", "H", "H", "H", "H", "H", "O"], "positions_angstrom": [[-0.049, -0.493, 0.176], [-3.497, -1.352, 1.945], [-2.381, -1.051, 1.579], [-1.963, -1.102, 0.329], [-1.347, -0.566, 2.627], [-1.440, -0.401, 3.988], [-0.250, 0.073, 4.649], [0.933, 0.357, 4.019], [1.023, 0.188, 2.606], [-0.171, -0.269, 2.081], [2.090, 0.399, 1.643], [3.198, 0.808, 1.968], [1.789, 0.119, 0.333], [-2.346, -0.613, 4.535], [-0.298, 0.211, 5.724], [1.787, 0.708, 4.583], [-6.162, 6.707, -0.538], [-5.588, 6.388, 0.641], [-5.070, 7.534, 1.132], [-6.577, 6.017, 1.471], [-4.538, 5.328, 0.477], [-4.635, 4.117, 1.137], [-3.645, 3.155, 0.951], [-2.570, 3.403, 0.109], [-2.482, 4.633, -0.546], [-3.459, 5.591, -0.365], [-1.300, 2.092, -0.115], [0.197, 3.055, 0.311], [0.991, 3.738, -0.604], [2.067, 4.498, -0.170], [2.339, 4.592, 1.187], [1.556, 3.915, 2.110], [0.489, 3.149, 1.671], [3.505, 5.410, 1.664], [3.255, 5.994, 2.855], [3.814, 6.401, 0.802], [4.619, 4.676, 1.822], [-1.317, 1.945, -1.940], [-2.508, 2.175, -2.634], [-2.583, 2.004, -4.005], [-1.457, 1.581, -4.694], [-0.276, 1.322, -4.014], [-0.212, 1.479, -2.640], [-1.512, 1.425, -6.184], [-1.195, 2.575, -6.826], [-2.741, 1.080, -6.617], [-0.658, 0.491, -6.638], [-5.473, 3.915, 1.790], [-3.721, 2.203, 1.463], [-1.649, 4.838, -1.207], [-3.389, 6.543, -0.877], [0.768, 3.693, -1.663], [2.683, 5.024, -0.887], [1.770, 3.986, 3.167], [-0.130, 2.636, 2.398], [-3.401, 2.482, -2.104], [-3.511, 2.192, -4.527], [0.599, 0.972, -4.545], [0.738, 1.330, -2.158], [-0.027, -0.602, -1.690]], "forces_ev_per_angstrom": [[-0.3, -0.2, -5.7], [0.1, 0.1, -0.1], [-0.3, 0.0, 0.8], [0.4, 0.0, 1.0], [0.6, 0.2, 0.5], [-0.3, -0.1, -0.1], [0.1, 0.1, 0.3], [0.2, 0.1, -0.2], [-0.8, -0.2, 0.8], [0.2, -0.3, -0.4], [0.4, 0.2, 0.7], [-0.1, 0.0, -0.2], [-0.3, 0.1, 1.0], [0.0, 0.0, 0.0], [0.0, 0.0, 0.0], [0.0, 0.0, 0.0], [0.0, 0.0, 0.0], [0.0, 0.0, 0.0], [0.0, 0.0, 0.0], [0.0, 0.0, 0.0], [0.0, 0.0, 0.0], [0.0, 0.0, 0.0], [0.0, 0.0, 0.0], [-0.1, -0.1, 0.2], [0.0, 0.0, 0.0], [0.0, 0.0, 0.0], [0.4, 0.0, -0.4], [-0.1, 0.2, -0.1], [0.1, 0.0, 0.0], [0.0, 0.0, 0.0], [0.0, 0.0, 0.0], [0.0, 0.0, 0.0], [0.0, 0.0, 0.0], [0.0, 0.0, 0.0], [0.0, 0.0, 0.0], [0.0, 0.0, 0.0], [0.0, 0.0, 0.0], [-0.4, 0.4, 0.1], [0.0, -0.1, 0.0], [0.0, 0.0, 0.1], [0.1, -0.1, 0.0], [-0.1, 0.0, -0.2], [0.3, 0.8, -0.4], [0.0, 0.0, 0.0], [0.0, 0.0, 0.0], [0.0, 0.0, 0.0], [0.0, 0.0, 0.0], [0.0, 0.0, 0.0], [0.0, 0.0, 0.0], [0.0, 0.0, 0.0], [0.0, 0.0, 0.0], [0.0, 0.0, 0.0], [0.0, 0.0, 0.0], [0.0, 0.0, 0.0], [0.0, 0.0, 0.0], [0.0, 0.0, 0.0], [0.0, 0.0, 0.0], [0.0, 0.0, 0.0], [0.1, 0.0, 0.1], [0.0, -0.9, 2.4]]}

---

No. 3
{"formula": "C21H23N3O6S", "method": "wB97M-V/def2-TZVPD", "charge": 0, "orbital_gap_ev": 7.698, "e_homo_ev": -8.17, "e_tot_ha": -1827.8539, "species": ["C", "C", "N", "O", "C", "C", "C", "C", "C", "C", "C", "O", "C", "S", "O", "O", "N", "C", "C", "C", "C", "O", "N", "C", "C", "C", "C", "C", "O", "C", "C", "H", "H", "H", "H", "H", "H", "H", "H", "H", "H", "H", "H", "H", "H", "H", "H", "H", "H", "H", "H", "H", "H", "H"], "positions_angstrom": [[1.957, -3.867, 2.372], [0.816, -2.959, 2.116], [0.266, -2.240, 3.059], [-0.738, -1.515, 2.508], [-0.825, -1.794, 1.197], [-1.806, -1.170, 0.366], [-2.598, -0.165, 0.788], [-3.573, 0.484, -0.028], [-3.939, 0.316, -1.348], [-4.955, 1.257, -1.601], [-5.141, 1.932, -0.429], [-4.318, 1.476, 0.519], [0.158, -2.713, 0.880], [0.458, -3.449, -0.706], [1.135, -4.691, -0.480], [-0.781, -3.451, -1.429], [1.500, -2.482, -1.558], [0.970, -1.331, -2.239], [1.019, -0.069, -1.375], [2.445, 0.171, -0.854], [2.380, 1.332, 0.139], [2.450, 1.183, 1.338], [2.215, 2.545, -0.443], [1.816, 3.697, 0.351], [0.332, 3.732, 0.530], [-0.474, 3.102, 1.430], [-1.803, 3.448, 1.082], [-1.704, 4.253, -0.009], [-0.417, 4.428, -0.357], [2.965, -1.083, -0.148], [2.836, -2.316, -1.042], [2.895, -3.321, 2.274], [1.895, -4.254, 3.386], [1.943, -4.679, 1.649], [-1.874, -1.577, -0.631], [-2.506, 0.203, 1.800], [-3.531, -0.395, -2.036], [-5.478, 1.412, -2.522], [-5.810, 2.726, -0.161], [-0.055, -1.576, -2.518], [1.558, -1.179, -3.152], [0.344, -0.178, -0.525], [0.674, 0.782, -1.967], [3.103, 0.432, -1.690], [2.036, 2.593, -1.433], [2.161, 4.606, -0.145], [2.297, 3.590, 1.325], [-0.153, 2.474, 2.236], [-2.700, 3.143, 1.578], [-2.444, 4.748, -0.606], [2.393, -1.216, 0.771], [4.009, -0.939, 0.132], [3.078, -3.229, -0.498], [3.518, -2.229, -1.897]], "forces_ev_per_angstrom": [[0.1, -0.1, 0.2], [-0.3, 0.3, 0.0], [1.0, -0.7, 0.6], [-0.7, 0.3, -1.0], [0.8, -0.7, 0.0], [-0.7, 0.6, 0.2], [0.5, -0.4, 0.2], [-0.2, -0.3, -1.3], [0.3, 0.0, 0.9], [-0.2, 0.4, 0.4], [-0.3, 0.0, -0.9], [0.2, -0.1, 0.5], [-0.6, 0.2, -0.4], [0.1, 0.1, -0.1], [0.1, 0.2, 0.2], [0.0, 0.3, 0.1], [-0.7, -0.8, 0.4], [-0.5, 0.5, -0.1], [0.2, -0.1, -0.3], [-0.2, -0.1, 0.5], [0.3, -0.2, -0.7], [-0.1, -0.1, 0.5], [0.1, 0.4, -0.2], [-0.3, -0.1, -0.1], [0.1, -0.4, 0.8], [0.5, 0.3, -0.3], [-0.1, 0.3, -0.4], [-0.6, -0.3, 0.4], [0.4, 0.2, -0.3], [0.0, 0.1, -0.2], [0.5, 0.0, 0.4], [0.1, 0.0, 0.0], [0.0, 0.0, 0.0], [0.1, 0.0, 0.1], [-0.1, 0.0, -0.1], [0.0, 0.0, 0.1], [0.1, -0.2, -0.1], [-0.1, 0.1, -0.2], [0.0, 0.1, 0.1], [0.1, 0.2, -0.2], [-0.1, -0.1, 0.0], [0.0, 0.1, 0.0], [-0.1, 0.0, 0.0], [0.0, 0.0, 0.0], [0.0, -0.1, 0.1], [0.0, 0.0, 0.1], [-0.1, 0.1, -0.1], [0.2, -0.1, 0.2], [-0.2, 0.0, 0.0], [0.0, 0.1, -0.1], [0.1, 0.0, 0.0], [0.0, 0.0, 0.1], [0.3, 0.1, -0.1], [0.0, -0.1, 0.0]]}

---

Question: What is the formula in the first record?
Answer: C27H35MnN5O3P2